<a>
Density functional theory data (ωB97M-V with the def2-TZVPD basis set) for a 2-piece molecular cluster, C3H10O2 overall.

Spin multiplicity = 1
SMILES string = CCO.CO
Frontier orbital gap = 11.3 eV
LUMO level = 0.967 eV

XYZ file:
```
15
Properties=species:S:1:pos:R:3:nbo_charge:R:1
C -4.64 1.05 0.13 -0.64
C -4.31 -0.21 0.91 -0.07
O -3.02 -0.69 0.53 -0.72
H -5.32 0.86 -0.71 0.21
H -5.11 1.82 0.75 0.21
H -3.73 1.49 -0.28 0.23
H -5.08 -0.96 0.74 0.16
H -4.37 -0.05 1.99 0.16
H -3.03 -1.66 0.54 0.47
C 6.59 0.07 -0.74 -0.24
O 6.57 -1.32 -0.99 -0.73
H 6.93 0.56 -1.64 0.17
H 5.58 0.44 -0.49 0.16
H 7.23 0.30 0.11 0.17
H 5.70 -1.70 -0.84 0.47
```

<b>
Density functional theory data (ωB97M-V with the def2-TZVPD basis set) for a 3-piece molecular cluster, C3H10O2 overall.

Spin multiplicity = 1
SMILES string = C=CC.O.O
Frontier orbital gap = 10.1 eV
LUMO level = 0.630 eV

XYZ file:
```
15
Properties=species:S:1:pos:R:3:nbo_charge:R:1
C -2.30 2.98 -0.54 -0.42
C -1.29 2.11 -0.39 -0.16
C -1.40 0.70 -0.99 -0.66
H -2.21 3.97 -0.13 0.20
H -3.22 2.58 -0.93 0.19
H -0.38 2.38 0.12 0.20
H -0.83 0.66 -1.92 0.21
H -0.82 0.04 -0.33 0.22
H -2.41 0.37 -1.25 0.21
O 1.96 -0.32 2.70 -0.99
H 2.57 -0.70 2.06 0.50
H 1.89 -0.57 3.62 0.50
O 2.04 -4.10 -1.14 -0.95
H 1.41 -3.46 -1.47 0.48
H 1.63 -4.86 -0.75 0.48
```

Consider the structures shown above. The most stable of them is <a>.